1.
ORCA calculation (ωB97M-V with the def2-TZVPD basis set) on 9 unconnected molecules or ions with the total composition C36H72O19 at a distorted geometry.

LUMO: 0.016 Eh
electronic energy: -2844.25182 hartree
ΔE to the lowest compared entry with this formula, charge and spin: 4.373 eV
charge: 0
HOMO energy: -9.32 eV
2S+1: 1
max |F|: 4.3 eV/A
SMILES: CCOC(=O)OC.CCOC(=O)OC.CCOC(=O)OC.CCOC(=O)OC.CCOC(=O)OC.C1CCOC1.C1CCOC1.C1CCOC1.C1CCOC1

Each line ends with the Löwdin charge.
Element x y z (Å)
H1 -6.08532 -5.52637 3.41878  0.11
H2 -1.61419 -0.21185 7.95686  0.10
C1 -7.23617 -1.32213 8.76460  -0.04
H3 -7.06961 -9.72510 -6.48094  0.13
H4 4.69965 5.67028 7.49716  0.11
O1 4.94657 -5.01277 2.70779  0.00
H5 4.40883 3.08280 -8.59595  0.11
H6 3.32921 4.90671 -7.24324  0.12
H7 -3.09474 -9.45221 -4.96368  0.11
C2 3.87162 6.20348 10.04800  -0.21
C3 -4.13992 -0.67804 7.92245  -0.50
H8 0.42003 -0.89638 1.47429  0.10
H9 5.14437 3.71655 8.72614  0.11
H10 1.98939 -7.60815 2.24333  0.12
O2 -5.29253 -0.90637 7.23113  0.03
H11 2.21779 -7.22208 0.55886  0.12
H12 -3.84094 -7.67029 -6.22708  0.12
H13 -2.11149 -0.38535 -6.95288  0.10
H14 -1.51205 -2.45775 -11.82529  0.12
O3 -3.10441 -1.39573 7.35417  -0.05
H15 0.31735 9.60002 -1.55427  0.07
H16 4.09265 -8.97911 2.31874  0.08
C4 0.19753 10.69145 0.23277  -0.23
C5 -7.94385 -6.87926 3.45815  -0.17
C6 6.27876 5.76390 -7.90432  -0.18
H17 4.23114 -8.69491 0.56298  0.08
O4 4.94322 6.00618 -7.41316  -0.17
O5 -5.83878 -8.14394 -6.07819  -0.13
C7 3.53966 -8.77603 1.40165  -0.06
O6 4.58125 4.93545 10.27941  -0.14
C8 6.22707 4.21836 -7.98435  -0.16
C9 -0.24713 9.48648 -0.62876  -0.05
H18 -8.02956 -5.95692 0.18668  0.11
C10 0.10112 -3.66701 -11.04813  -0.06
O7 1.25624 0.71950 0.53385  -0.02
O8 -0.61918 -0.59810 -8.44456  0.03
H19 7.01568 3.76733 -8.58664  0.11
H20 0.11260 -1.96336 -12.33609  0.11
H21 2.95329 14.46029 0.29638  0.09
H22 4.20366 7.67655 8.62143  0.12
H23 -0.90576 -1.57608 -6.62493  0.10
C11 4.76434 6.93842 9.19493  -0.22
C12 -8.78432 -6.51750 2.25783  -0.17
H24 -7.72196 -4.80474 1.36375  0.11
H25 5.21708 4.66506 0.46170  0.08
H26 7.09048 6.06353 -7.24142  0.11
O9 -6.49341 -6.41976 1.61498  -0.16
H27 6.44217 4.46259 9.68420  0.11
H28 0.12497 -4.18043 -12.00934  0.07
H29 1.80211 14.71622 -1.03081  0.09
H30 3.36907 13.88511 -1.31262  0.09
H31 -0.53832 -4.26868 -10.40221  0.07
O10 -0.30352 -1.24676 -10.49736  0.01
H32 -0.35243 10.61382 1.17065  0.11
H33 5.47117 7.47657 9.82650  0.12
H34 -0.71246 0.50832 1.21583  0.10
C13 -1.75231 -1.28776 7.84987  -0.02
H35 4.09602 2.77675 1.94750  0.12
H36 6.47162 6.37318 -8.78731  0.12
C14 5.36807 5.88990 8.32968  -0.16
H37 -4.75813 -10.50945 -6.60567  0.12
C15 4.48723 3.92455 0.13446  -0.06
C16 2.38863 11.80020 0.42670  -0.51
C17 2.54233 14.03117 -0.61744  -0.02
H38 6.14370 -3.48865 3.57795  0.09
C18 -1.06175 -0.62140 -7.12728  -0.05
H39 -0.41715 0.09144 -6.61305  0.10
H40 -5.80239 -7.27991 3.45415  0.11
H41 -6.28356 0.59116 8.24874  0.11
C19 3.99509 5.17890 -8.06215  -0.20
H42 -7.87915 -7.95234 3.63817  0.10
O11 -4.05690 -0.09446 9.00170  0.10
O12 1.84241 12.78338 -0.35792  -0.05
H43 4.92345 3.08281 -0.40337  0.07
H44 2.94327 6.00409 9.51275  0.11
C20 -4.16096 -9.23818 -4.88983  -0.17
H45 4.98033 -4.18269 4.58316  0.09
H46 1.14768 -3.58808 -10.75387  0.08
O13 2.66708 2.36966 0.53457  0.01
H47 -1.80325 -1.81577 8.80209  0.09
H48 6.07616 3.73608 -7.01857  0.12
H49 3.90803 4.40615 -0.65338  0.07
O14 1.58749 10.73685 0.57353  0.05
H50 -7.82277 -0.75522 9.48753  0.07
C21 1.61236 1.84515 1.17502  -0.53
H51 -7.15201 -0.10820 6.95756  0.12
C22 0.11264 -0.08235 0.81781  -0.03
C23 4.15665 -6.07322 2.87895  -0.53
H52 -7.76914 -2.07712 8.18666  0.07
H53 -0.21388 -0.53350 -0.11918  0.09
H54 3.02630 -9.72881 1.27216  0.08
H55 -5.33249 -11.10990 -5.09005  0.11
H56 2.93018 4.11989 1.66945  0.12
C24 5.46782 4.63004 9.22517  -0.20
H57 -9.06210 -7.50994 1.90285  0.11
C25 -7.78023 -5.88674 1.24546  -0.19
H58 6.30868 6.19525 7.87131  0.11
O15 1.08825 2.29341 2.23461  0.06
C26 3.53505 3.34208 1.20333  -0.17
H59 -1.06544 -1.85387 7.22072  0.09
H60 6.42053 -5.12431 4.20414  0.10
H61 0.16917 8.59045 -0.16840  0.08
O16 3.60652 -6.38076 1.68010  0.02
C27 -1.05061 -1.40617 -9.34115  -0.63
C28 -5.09367 -10.18770 -5.61977  -0.19
H62 3.47200 5.79565 -8.79297  0.11
C29 2.75165 -7.46676 1.47713  -0.23
H63 -8.25311 -6.41341 4.39381  0.10
C30 -0.49240 -2.27667 -11.48526  -0.20
O17 3.46996 11.89263 1.05875  0.08
C31 -6.35655 -9.42031 -5.71494  -0.21
O18 3.95542 -6.64643 3.96020  0.10
C32 4.86950 4.06967 -8.64051  -0.19
C33 -6.43723 -6.49050 3.05176  -0.17
H64 -4.31727 -9.17606 -3.81288  0.11
H65 -0.32903 11.60103 -0.05620  0.12
C34 5.67353 -4.44987 3.78554  -0.05
H66 3.38347 6.65348 10.91247  0.12
H67 -6.82685 -9.34699 -4.73436  0.12
C35 -6.45236 -0.36480 7.75302  -0.23
H68 -4.55676 -7.11230 -4.74443  0.12
O19 -2.00078 -2.09588 -9.22799  0.16
H69 -6.59228 -1.83237 9.48095  0.07
H70 -1.32159 9.51684 -0.80959  0.08
C36 -4.58333 -7.92473 -5.47063  -0.23
H71 -9.57993 -5.80811 2.48555  0.11
H72 5.07121 4.28831 -9.68913  0.11

***

2.
ORCA calculation (ωB97M-V with the def2-TZVPD basis set) on 12 unconnected molecules or ions with the total composition C36H72O22 at a distorted geometry.

LUMO: 0.014 Eh
electronic energy: -3070.05927 hartree
ΔE to the lowest compared entry with this formula, charge and spin: 4.175 eV
charge: 0
HOMO energy: -9.23 eV
2S+1: 1
max |F|: 4.5 eV/A
SMILES: COC(=O)OC.COC(=O)OC.COC(=O)OC.COC(=O)OC.COC(=O)OC.CC(C)=O.CC(C)=O.CC(C)=O.CC(C)=O.CC(C)=O.CC(C)=O.CC(C)=O

Each line ends with the Löwdin charge.
Element x y z (Å)
H1 10.63946 -25.56442 9.08672  0.09
C1 10.77564 -28.93871 5.94106  -0.01
O1 13.09212 -25.28014 -1.37897  0.11
C2 19.92595 -19.39241 6.42457  -0.46
H2 13.63412 -29.27928 7.10858  0.09
O2 17.18194 -21.08520 -1.18373  0.05
C3 10.80855 -24.34779 4.70197  -0.53
H3 17.23678 -21.96790 4.45129  0.07
H4 13.65820 -25.75526 7.21544  0.06
C4 12.33815 -26.08489 -0.85462  -0.62
H5 17.52396 -23.53057 0.86939  0.09
H6 14.31688 -24.90807 8.66916  0.09
H7 21.05333 -20.08957 4.83892  0.07
H8 16.38782 -17.27964 3.86220  0.10
C5 17.79770 -28.63638 3.97370  -0.02
H9 18.49940 -19.21266 8.12155  0.08
H10 8.78007 -24.82271 5.25612  0.09
C6 20.30754 -28.91327 9.45944  0.01
H11 11.78693 -22.59986 4.14250  0.08
H12 9.16714 -24.74841 3.49804  0.09
H13 20.17654 -19.07266 8.57182  0.09
H14 19.60152 -19.72970 2.84243  0.08
H15 10.09369 -29.58024 5.38296  0.09
H16 19.71514 -29.53515 8.78830  0.07
C7 16.99590 -22.61504 0.60284  -0.02
H17 13.35514 -26.36991 8.79197  0.08
O3 11.86195 -27.20433 -1.40511  0.01
H18 10.14988 -24.30395 8.05354  0.09
H19 17.17684 -33.32720 9.40150  0.09
H20 17.85206 -24.56753 8.38344  0.09
O4 19.79955 -25.64160 8.30458  -0.02
C8 19.50050 -19.56460 7.87249  -0.03
O5 11.30631 -25.43255 4.63433  0.05
H21 17.15176 -21.71114 1.19171  0.06
H22 15.20416 -27.03474 4.68718  0.06
O6 15.91895 -29.17823 2.60779  0.01
H23 19.96833 -28.83299 10.49220  0.10
H24 14.01931 -28.63033 5.46183  0.08
C9 19.29917 -20.62876 2.30543  -0.02
H25 10.82389 -22.42735 5.66817  0.09
H26 17.15324 -33.49661 7.79518  0.09
C10 9.33132 -24.29698 4.47649  -0.02
O7 17.83213 -30.88900 8.23569  0.04
C11 16.43234 -28.47013 7.98715  0.02
H27 16.43576 -21.18779 5.80763  0.10
H28 12.37463 -23.34981 5.70543  0.07
H29 12.21488 -26.86951 -3.49103  0.10
H30 15.94068 -22.83901 0.75915  0.07
H31 20.07651 -21.38335 5.41837  0.07
O8 21.08258 -22.10952 2.66935  0.05
H32 15.66826 -26.03442 3.31252  0.09
H33 13.89319 -26.22259 3.70057  0.09
C12 12.33805 -27.60244 -2.69369  -0.04
H34 14.03183 -21.88862 2.01555  0.07
H35 11.97334 -28.58622 -2.98910  0.09
H36 19.48559 -20.60061 8.21095  0.06
O9 18.52158 -26.75409 9.94545  0.07
H37 19.11900 -23.68797 7.73634  0.07
C13 12.21244 -24.96017 1.20071  -0.04
H38 17.23168 -31.21481 4.75003  0.08
C14 10.85997 -25.12883 8.11218  -0.02
O10 14.99000 -25.03187 5.00172  -0.05
H39 9.01843 -23.25286 4.47624  0.08
H40 19.75847 -22.26149 0.05993  0.07
C15 14.91204 -26.17449 4.08492  -0.01
C16 20.41171 -21.52193 1.83982  -0.48
H41 18.25872 -23.69132 -1.82284  0.09
O11 20.36889 -27.57041 8.90319  0.01
C17 17.11026 -22.26235 -0.88810  -0.50
O12 16.59508 -18.66674 2.34436  -0.04
O13 15.78788 -29.79110 7.87446  -0.04
C18 16.56152 -30.86268 8.15307  -0.51
C19 15.59834 -19.50133 2.78892  -0.50
H42 13.39858 -27.84809 -2.63868  0.09
H43 15.60023 -30.58747 5.26224  0.06
H44 12.09432 -24.01666 0.66785  0.10
O14 12.28721 -30.43761 5.02053  0.09
O15 12.06215 -26.09725 0.40913  0.03
H45 17.87111 -22.24796 6.04030  0.07
H46 10.65740 -27.92316 5.56320  0.07
C20 16.94071 -22.10071 5.49187  0.00
C21 16.46010 -33.21526 8.58796  -0.04
O16 15.32627 -19.66242 3.97272  0.10
C22 20.65772 -20.52541 5.75633  -0.02
C23 15.64127 -23.85704 4.65567  -0.58
H47 16.53606 -24.05937 -1.48166  0.08
H48 17.44587 -27.60688 4.04028  0.06
O17 19.72068 -18.31457 5.86542  0.04
H49 11.42590 -25.02550 1.95250  0.08
H50 15.66426 -33.95384 8.68406  0.10
H51 13.10838 -20.67922 1.00220  0.10
H52 18.75858 -20.32085 1.41041  0.07
C24 16.59930 -29.50434 3.62300  -0.42
C25 16.27829 -30.79169 4.43361  0.00
H53 21.45873 -22.41138 0.23738  0.08
O18 15.80239 -23.45904 3.53126  0.11
C26 11.52027 -23.04502 5.10105  0.02
O19 16.08891 -23.26403 5.73717  0.02
C27 18.78568 -24.72036 7.84204  -0.04
H54 18.57930 -28.74946 3.22243  0.09
H55 10.65935 -29.04284 7.01982  0.10
H56 17.90551 -17.16750 2.78987  0.10
H57 17.43366 -28.45925 8.41769  0.07
H58 13.01942 -27.82784 6.75072  0.07
H59 13.16432 -20.54999 2.68735  0.08
C28 13.25651 -28.75576 6.23027  -0.02
H60 21.27178 -29.40302 9.32344  0.09
C29 13.78583 -20.84126 1.84059  -0.06
C30 19.51955 -26.65162 9.20619  -0.57
H61 20.91052 -20.83417 -0.22921  0.10
C31 13.46571 -25.43659 8.23989  -0.02
H62 13.20121 -24.98537 1.65875  0.09
C32 17.18580 -17.78934 3.32226  -0.03
C33 12.23689 -24.53651 8.24893  -0.45
O20 14.85509 -19.91633 1.68918  -0.02
H63 17.77104 -18.36396 4.04018  0.07
C34 12.13416 -29.46501 5.71313  -0.55
H64 15.78515 -27.88065 8.63658  0.09
C35 20.64120 -21.70301 0.37136  0.00
H65 16.93291 -23.12420 -2.94780  0.09
H66 10.75272 -25.86406 7.31466  0.07
H67 21.56673 -20.86670 6.25164  0.09
H68 18.55877 -25.10569 6.84800  0.09
O21 15.79621 -31.97409 8.23204  0.00
H69 15.79881 -31.59810 3.87872  0.08
H70 18.15253 -28.94251 4.95782  0.07
H71 16.34342 -27.95641 7.02993  0.09
O22 12.38399 -23.29814 8.38678  0.02
C36 17.23035 -23.34400 -1.92246  -0.01
H72 18.66327 -21.09758 3.05639  0.07